Record 1
Here is C18H14N3NdO2S2 as an isolated structure in a non-equilibrium geometry from OMol25. Energies are from wB97M-V/def2-TZVPD.

Values from the calculation:
E_LUMO (spin up / spin down): -0.123 / -0.089 eV
2S+1: 4
relative energy (zero: lowest compared OMol25 entry of this formula, charge and spin): 23.77 kJ/mol

Last column: natural (NBO) charge in e.
Positions of all 40 atoms, in Å:
Nd1 0.660 0.057 1.046  1.85
O1 -0.875 -0.769 2.540  -0.71
C1 -1.539 0.267 2.199  0.74
O2 -1.580 0.526 0.959  -0.70
C2 -1.889 1.294 3.199  -0.11
C3 -2.947 1.149 4.080  -0.20
C4 -3.194 2.138 5.019  -0.22
C5 -2.356 3.245 5.074  -0.20
C6 -1.269 3.356 4.223  -0.22
C7 -1.000 2.376 3.273  -0.11
S1 0.531 2.507 2.306  -0.44
H1 -3.579 0.274 4.021  0.22
H2 -4.022 2.042 5.706  0.22
H3 -2.538 4.025 5.800  0.22
H4 -0.599 4.200 4.310  0.22
C8 -0.875 3.906 -3.680  -0.43
N1 -0.419 2.597 -3.280  -0.57
C9 0.190 2.308 -2.121  0.37
N2 0.419 3.308 -1.264  -0.78
S2 0.638 0.681 -1.853  -0.32
H5 -1.273 3.833 -4.688  0.23
H6 -0.052 4.623 -3.692  0.21
H7 -1.670 4.276 -3.027  0.21
H8 -0.605 1.803 -3.871  0.43
H9 -0.011 4.209 -1.403  0.40
H10 0.708 3.102 -0.307  0.44
N3 8.339 -6.073 4.654  -0.32
C10 7.516 -5.415 4.201  0.28
C11 6.477 -4.587 3.629  -0.18
C12 6.631 -4.053 2.354  -0.15
C13 5.638 -3.248 1.831  -0.19
C14 4.483 -2.959 2.564  -0.12
C15 4.341 -3.514 3.837  -0.18
C16 5.328 -4.320 4.367  -0.16
C17 3.479 -2.098 2.015  0.01
C18 2.624 -1.367 1.547  -0.63
H11 7.520 -4.265 1.778  0.23
H12 5.749 -2.828 0.840  0.23
H13 3.448 -3.305 4.409  0.23
H14 5.213 -4.744 5.355  0.23

Record 2
Here is a 4-piece molecular cluster, C4H18NO3 overall in a non-equilibrium geometry from OMol25. Energies are from wB97M-V/def2-TZVPD.

Values from the calculation:
E_LUMO: -2.932 eV
net charge: +1
relative energy (zero: lowest compared OMol25 entry of this formula, charge and spin): 75.45 kJ/mol

Last column: natural (NBO) charge in e.
Positions of all 26 atoms, in Å:
C1 0.551 0.658 0.361  -0.21
C2 0.658 1.316 1.735  -0.24
C3 0.958 2.804 1.597  -0.62
C4 -0.663 1.136 2.515  -0.62
N1 0.169 -0.821 0.535  -0.67
H1 -0.223 1.081 -0.277  0.24
H2 1.546 0.576 -0.059  0.22
H3 1.494 0.820 2.218  0.20
H4 0.078 3.426 1.375  0.22
H5 1.414 3.140 2.521  0.24
H6 1.478 3.101 0.704  0.22
H7 -1.439 1.019 1.759  0.20
H8 -0.861 2.001 3.143  0.25
H9 -0.575 0.275 3.162  0.21
H10 0.998 -1.412 0.487  0.44
H11 -0.318 -1.034 1.396  0.44
H12 -0.418 -1.127 -0.242  0.46
H13 1.469 -1.584 -3.295  0.50
H14 1.453 -2.802 -2.286  0.48
O1 1.052 -1.960 -2.515  -0.98
H15 -0.803 -3.064 -1.399  0.49
H16 -0.466 -4.186 -0.546  0.49
O2 -0.666 -3.242 -0.453  -0.97
H17 -1.281 1.584 -3.168  0.48
H18 -2.565 0.779 -2.880  0.48
O3 -1.772 1.141 -2.467  -0.96

Record 3
Here is C27H36BiCl4N5O3S2Se3Si2Te2 as an isolated structure from OMol25. Energies are from wB97M-V/def2-TZVPD.

Values from the calculation:
E_LUMO: 3.596 eV
net charge: -2

Last column: natural (NBO) charge in e.
Positions of all 85 atoms, in Å:
Bi1 -0.287 -0.192 -0.610  1.54
Cl1 -1.820 3.558 5.398  -0.02
C1 -1.335 2.241 4.372  -0.11
C2 -0.907 1.051 4.918  -0.11
Cl2 -0.810 0.852 6.644  -0.02
C3 -0.572 -0.012 4.063  -0.13
Cl3 0.045 -1.494 4.761  -0.04
C4 -0.691 0.061 2.676  0.26
O1 -0.503 -0.956 1.880  -0.86
C5 -1.025 1.344 2.109  0.37
O2 -1.012 1.522 0.825  -0.87
C6 -1.381 2.376 2.980  -0.15
Cl4 -1.862 3.886 2.260  -0.02
Se1 0.175 0.595 -3.222  -0.53
Se2 2.056 -0.540 -4.058  -0.25
Te1 1.208 -2.929 -4.160  -0.43
Se3 1.262 -2.624 -0.937  -0.60
C7 3.094 -4.806 4.414  -1.12
Si1 4.194 -3.955 3.161  1.65
C8 4.623 -2.257 3.804  -1.13
C9 5.777 -4.952 2.997  -1.11
C10 3.333 -3.808 1.519  -1.24
Te2 1.555 -2.568 1.623  1.16
C11 0.344 -4.299 1.897  -1.19
Si2 -1.535 -4.296 1.741  1.69
C12 -2.383 -3.799 3.322  -1.12
C13 -2.237 -3.360 0.303  -1.13
C14 -1.935 -6.116 1.463  -1.11
H1 3.655 -4.995 5.333  0.23
H2 2.714 -5.763 4.049  0.23
H3 2.237 -4.178 4.673  0.24
H4 5.254 -2.330 4.693  0.22
H5 3.724 -1.698 4.074  0.26
H6 5.157 -1.667 3.056  0.24
H7 6.241 -5.116 3.972  0.22
H8 6.497 -4.433 2.362  0.23
H9 5.581 -5.929 2.548  0.23
H10 3.027 -4.764 1.090  0.24
H11 3.976 -3.302 0.794  0.26
H12 0.618 -4.730 2.864  0.24
H13 0.730 -4.950 1.107  0.25
H14 -2.248 -2.742 3.539  0.26
H15 -2.001 -4.372 4.171  0.23
H16 -3.454 -4.000 3.234  0.22
H17 -2.208 -2.288 0.493  0.25
H18 -3.277 -3.670 0.159  0.22
H19 -1.679 -3.571 -0.612  0.26
H20 -1.490 -6.756 2.229  0.22
H21 -1.570 -6.452 0.489  0.23
H22 -3.017 -6.267 1.489  0.22
C15 -1.082 3.554 -1.408  -0.69
C16 -2.271 2.778 -1.860  0.42
N1 -2.400 1.484 -1.760  -0.48
C17 -3.638 1.164 -2.266  -0.07
C18 -4.278 2.287 -2.676  -0.11
N2 -3.402 3.329 -2.409  -0.38
C19 -3.585 4.689 -2.803  -0.03
N3 -3.288 4.941 -4.200  -0.21
N4 -4.251 4.723 -5.118  -0.02
N5 -3.760 4.809 -6.296  -0.23
C20 -2.406 5.061 -6.174  0.03
C21 -1.423 5.224 -7.158  -0.19
C22 -0.142 5.458 -6.728  -0.23
C23 0.168 5.542 -5.348  -0.18
C24 -0.787 5.390 -4.375  -0.25
C25 -2.090 5.132 -4.826  0.15
H23 -0.666 3.058 -0.533  0.31
H24 -1.345 4.568 -1.100  0.20
H25 -0.323 3.592 -2.191  0.24
H26 -3.984 0.145 -2.300  0.21
H27 -5.232 2.458 -3.140  0.22
H28 -2.942 5.323 -2.196  0.22
H29 -4.624 4.981 -2.657  0.22
H30 -1.672 5.147 -8.208  0.22
H31 0.656 5.565 -7.451  0.21
H32 1.193 5.718 -5.051  0.22
H33 -0.536 5.440 -3.326  0.24
C26 3.253 2.234 -2.083  -0.27
O3 2.692 2.967 -0.981  -0.53
C27 2.215 2.403 0.144  0.05
S1 1.794 3.428 1.351  -0.13
S2 2.145 0.642 0.259  -0.36
H34 4.153 2.780 -2.369  0.17
H35 2.532 2.230 -2.895  0.21
H36 3.486 1.209 -1.815  0.23

Record 4
Here is a 6-piece molecular cluster, C6H24N12O6 overall in a non-equilibrium geometry from OMol25. Energies are from wB97M-V/def2-TZVPD.

Values from the calculation:
E_LUMO: 0.325 eV
relative energy (zero: lowest compared OMol25 entry of this formula, charge and spin): 589.28 kJ/mol
SMILES: NC(N)=O.NC(N)=O.NC(N)=O.NC(N)=O.NC(N)=O.NC(N)=O

Last column: natural (NBO) charge in e.
Positions of all 48 atoms, in Å:
N1 8.191 -0.619 -0.521  -0.81
C1 7.324 -1.480 -0.890  0.74
N2 6.276 -0.861 -1.340  -0.82
O1 7.433 -2.738 -0.862  -0.70
H1 7.964 0.365 -0.497  0.38
H2 8.983 -0.970 -0.001  0.41
H3 6.284 0.147 -1.274  0.38
H4 5.587 -1.412 -1.831  0.42
N3 -0.326 0.002 -1.248  -0.81
C2 -1.465 0.282 -0.730  0.73
N4 -1.739 -0.520 0.221  -0.82
O2 -1.974 1.407 -0.907  -0.69
H5 -0.067 0.613 -2.009  0.41
H6 -0.005 -0.951 -1.152  0.39
H7 -1.005 -0.947 0.768  0.39
H8 -2.574 -0.366 0.768  0.40
N5 3.400 -7.152 0.682  -0.81
C3 2.222 -6.704 0.405  0.75
N6 1.287 -7.252 1.182  -0.84
O3 1.991 -5.714 -0.356  -0.70
H9 4.181 -6.653 0.282  0.42
H10 3.511 -7.840 1.413  0.38
H11 1.464 -8.084 1.726  0.38
H12 0.356 -6.859 1.159  0.41
N7 -8.924 2.615 4.231  -0.84
C4 -8.003 2.092 3.469  0.73
N8 -7.916 2.805 2.478  -0.80
O4 -7.430 1.018 3.648  -0.68
H13 -9.218 2.054 5.018  0.40
H14 -9.116 3.605 4.177  0.39
H15 -7.191 2.626 1.798  0.40
H16 -8.783 3.244 2.204  0.39
N9 -3.167 7.331 5.052  -0.83
C5 -2.655 6.261 4.485  0.75
N10 -3.066 6.072 3.261  -0.83
O5 -1.966 5.491 4.971  -0.63
H17 -2.760 7.579 5.943  0.40
H18 -3.366 8.045 4.366  0.37
H19 -2.781 5.312 2.659  0.42
H20 -3.689 6.782 2.903  0.36
N11 3.392 -2.041 -6.933  -0.81
C6 2.391 -1.252 -6.985  0.73
N12 2.653 -0.005 -6.762  -0.82
O6 1.233 -1.605 -7.093  -0.68
H21 3.215 -3.016 -7.127  0.42
H22 4.291 -1.591 -6.832  0.38
H23 3.624 0.267 -6.822  0.36
H24 1.933 0.618 -7.098  0.41

Record 5
Here is a 3-piece molecular cluster, C3H10O4S overall in a non-equilibrium geometry from OMol25. Energies are from wB97M-V/def2-TZVPD.

Values from the calculation:
E_LUMO: 0.357 eV
relative energy (zero: lowest compared OMol25 entry of this formula, charge and spin): 26.83 kJ/mol
SMILES: O=C(O)CCS.O.O

Last column: natural (NBO) charge in e.
Positions of all 18 atoms, in Å:
O1 -0.607 -1.153 0.942  -0.65
C1 0.465 -1.360 0.421  0.82
O2 1.273 -2.320 0.947  -0.68
C2 1.148 -0.686 -0.752  -0.57
C3 0.123 0.154 -1.502  -0.51
S1 0.705 1.840 -1.963  -0.04
H1 0.801 -2.668 1.700  0.49
H2 1.987 -0.056 -0.438  0.27
H3 1.803 -1.429 -1.228  0.26
H4 -0.776 0.290 -0.912  0.24
H5 -0.101 -0.350 -2.447  0.23
H6 1.377 1.401 -3.018  0.12
O3 0.247 2.436 2.335  -0.94
H7 0.049 3.016 1.600  0.47
H8 -0.241 1.617 2.200  0.47
O4 -3.407 -1.232 1.184  -0.94
H9 -3.184 -0.898 0.299  0.46
H10 -2.509 -1.291 1.559  0.48

Record 6
Here is a 7-piece molecular cluster, C24H43Br2Cl12NO4 overall from OMol25. Energies are from wB97M-V/def2-TZVPD.

Values from the calculation:
E_LUMO: 0.123 eV
SMILES: CCN(CC[C@H]1OC(=O)O[C@H]1[C@H](Br)[C@@H](C)Br)C(C)=O.ClCCCl.ClCCCl.ClCCCl.ClCCCl.ClCCCl.ClCCCl

Last column: Mulliken charge in e.
Positions of all 86 atoms, in Å:
C1 5.789 -0.901 -0.188  -0.85
C2 4.461 -1.466 -0.759  -0.35
N1 3.832 -0.478 -1.632  0.33
C3 3.153 0.620 -0.917  -0.77
C4 1.693 0.869 -1.292  -0.77
C5 0.898 1.443 -0.089  0.18
O1 0.618 2.841 -0.340  -0.46
C6 -0.550 2.906 -1.017  0.43
O2 -1.072 3.897 -1.384  -0.55
O3 -1.042 1.638 -1.194  -0.37
C7 -0.547 0.949 -0.035  0.00
C8 -0.881 -0.548 0.099  -0.85
Br1 0.707 -1.601 0.515  -0.04
C9 -1.627 -1.168 -1.087  0.10
C10 -1.876 -2.678 -0.898  -1.16
Br2 -3.373 -0.292 -1.210  -0.09
C11 3.164 -1.010 -2.741  0.59
C12 2.964 -0.096 -3.927  -1.14
O4 2.773 -2.162 -2.785  -0.61
H1 5.861 0.154 -0.456  0.06
H2 5.854 -1.016 0.892  0.32
H3 6.631 -1.400 -0.666  0.36
H4 4.674 -2.364 -1.328  0.58
H5 3.805 -1.721 0.079  0.01
H6 3.229 0.400 0.150  0.51
H7 3.715 1.550 -1.048  -0.21
H8 1.626 1.631 -2.067  0.33
H9 1.185 -0.035 -1.617  0.51
H10 1.410 1.338 0.862  0.61
H11 -0.994 1.436 0.840  0.35
H12 -1.538 -0.661 0.958  0.72
H13 -1.078 -1.010 -2.013  0.37
H14 -1.885 -2.938 0.159  0.34
H15 -1.140 -3.260 -1.447  0.36
H16 -2.863 -2.933 -1.283  0.15
H17 3.174 -0.667 -4.829  0.44
H18 1.914 0.202 -3.956  0.23
H19 3.589 0.791 -3.869  0.27
Cl1 -5.305 -4.926 1.152  -0.20
C13 -6.621 -4.498 0.030  -0.10
C14 -7.472 -3.372 0.552  -0.46
Cl2 -8.437 -3.855 1.973  -0.20
H20 -7.209 -5.394 -0.149  0.32
H21 -6.152 -4.197 -0.905  0.01
H22 -8.174 -3.062 -0.220  0.32
H23 -6.864 -2.518 0.837  0.29
Cl3 5.879 2.736 -0.235  -0.18
C15 6.281 2.562 1.493  -0.50
C16 5.067 2.748 2.365  -0.11
Cl4 4.456 4.418 2.329  -0.17
H24 7.062 3.280 1.725  0.45
H25 6.676 1.556 1.632  0.29
H26 5.313 2.518 3.401  0.31
H27 4.256 2.097 2.047  -0.03
Cl5 2.033 5.267 8.083  -0.20
C17 2.417 5.666 6.386  -0.19
C18 2.449 4.445 5.509  0.16
Cl6 3.827 3.372 5.897  -0.22
H28 3.371 6.187 6.375  0.34
H29 1.645 6.346 6.034  0.05
H30 2.560 4.741 4.467  -0.29
H31 1.539 3.859 5.612  0.36
Cl7 -3.742 -6.173 -1.683  -0.06
C19 -4.267 -7.767 -1.090  -0.52
C20 -3.386 -8.878 -1.598  -0.49
Cl8 -3.566 -9.127 -3.354  -0.19
H32 -5.301 -7.911 -1.393  0.32
H33 -4.225 -7.729 -0.002  0.29
H34 -3.663 -9.813 -1.113  0.34
H35 -2.338 -8.675 -1.396  0.32
Cl9 -6.090 -1.839 -3.173  -0.17
C21 -4.712 -2.382 -4.167  -0.25
C22 -5.123 -3.411 -5.184  -0.53
Cl10 -5.558 -4.987 -4.467  -0.15
H36 -3.940 -2.756 -3.498  0.06
H37 -4.333 -1.499 -4.678  0.37
H38 -4.294 -3.602 -5.863  0.32
H39 -5.974 -3.063 -5.763  0.35
Cl11 0.148 8.833 4.931  -0.18
C23 0.631 9.123 3.239  -0.40
C24 0.703 7.848 2.442  -0.56
Cl12 2.049 6.801 2.969  -0.12
H40 1.588 9.639 3.251  0.31
H41 -0.118 9.781 2.803  0.32
H42 0.875 8.079 1.393  0.34
H43 -0.215 7.272 2.527  0.29